Record 1
Here is a molecular structure, C39H25N8O13S3Y at a distorted geometry from the OMol25 dataset. Energies are from ωB97M-V/def2-TZVPD.

Last column: natural (NBO) charge in e.
Element x y z (Å)
Y  0.864  -0.509  -0.134  1.905
S  0.905  0.198  -3.060  1.782
S  -0.350  -3.567  1.745  2.336
S  3.812  -1.316  -0.216  1.779
O  2.402  -2.521  -0.526  -0.773
O  -2.585  6.263  -4.175  -0.367
O  4.722  -1.515  -1.313  -0.895
O  0.464  0.855  -1.762  -1.078
O  -0.852  -4.245  0.580  -0.940
O  2.318  0.350  -3.294  -0.882
O  2.959  -0.085  -0.384  -1.050
O  0.725  -4.195  2.459  -0.933
O  3.835  4.068  5.930  -0.366
O  2.107  4.974  5.029  -0.377
O  -1.882  6.307  -2.145  -0.383
O  0.748  -1.497  -2.399  -0.774
O  -0.772  0.072  1.790  -0.666
N  1.315  1.648  1.103  -0.464
N  2.255  -0.668  2.176  -0.484
N  -2.679  1.295  -0.913  -0.401
N  2.913  4.069  5.138  0.530
N  0.012  -2.009  1.407  -0.987
N  -2.258  5.715  -3.141  0.530
N  -1.318  -1.342  -0.783  -0.455
N  -2.437  0.090  -3.368  -0.398
C  -2.835  1.845  0.266  0.074
C  -3.104  -3.104  -1.441  -0.727
C  2.058  2.918  3.020  -0.023
C  3.520  -4.366  -3.499  -0.216
C  -2.102  -2.125  -1.056  0.484
C  2.499  -2.981  -1.826  0.240
C  -1.857  -1.815  2.846  -0.072
C  -2.834  3.231  0.463  -0.254
C  -2.331  1.429  -3.288  0.171
C  -2.664  4.054  -0.618  -0.148
C  -1.711  -3.189  2.833  -0.305
C  -2.878  -1.213  3.558  -0.181
C  -2.562  -4.016  3.535  -0.187
C  1.924  1.710  2.307  0.158
C  -2.204  -0.484  -4.528  0.068
C  -3.748  -2.033  4.267  -0.201
C  2.704  -3.802  -4.470  -0.226
C  3.423  -3.950  -2.181  -0.203
C  0.823  2.752  0.579  0.100
C  -1.869  0.213  -5.698  -0.244
C  1.535  4.084  2.422  -0.137
C  2.448  0.475  2.859  0.267
C  -2.472  3.490  -1.897  -0.117
C  0.910  3.994  1.209  -0.243
C  -2.504  2.079  -1.992  0.244
C  -3.588  -3.417  4.257  -0.188
C  3.675  -0.698  4.566  -0.107
C  1.778  -2.833  -4.117  -0.194
C  -2.278  4.240  -3.119  0.042
C  3.139  0.505  4.077  -0.139
C  2.768  -1.786  2.655  0.110
C  2.747  2.873  4.290  0.022
C  -2.087  3.640  -4.306  -0.125
C  3.272  1.735  4.779  -0.117
C  -0.835  -1.153  1.990  0.646
C  1.683  -2.420  -2.799  0.229
C  3.498  -1.845  3.847  -0.250
C  -2.070  2.221  -4.418  -0.109
C  -1.830  1.577  -5.645  -0.133
H  -2.979  -0.135  3.553  0.230
H  -1.935  4.247  -5.187  0.247
H  -2.971  3.645  1.454  0.225
H  -2.793  -4.074  -1.059  0.282
H  -1.628  2.172  -6.528  0.223
H  -4.276  -4.039  4.815  0.223
H  1.131  -2.377  -4.858  0.207
H  1.616  5.033  2.922  0.249
H  -2.293  -1.567  -4.551  0.190
H  3.898  -2.792  4.183  0.236
H  2.565  -2.689  2.094  0.247
H  4.081  -4.345  -1.419  0.225
H  -2.670  5.121  -0.488  0.245
H  2.791  -4.114  -5.504  0.213
H  -2.430  -5.090  3.525  0.237
H  -4.069  -2.832  -1.014  0.258
H  -1.670  -0.323  -6.616  0.226
H  3.789  1.753  5.728  0.251
H  -2.971  1.167  1.100  0.203
H  4.213  -0.700  5.507  0.223
H  -4.557  -1.590  4.833  0.222
H  4.243  -5.124  -3.772  0.215
H  0.487  4.869  0.735  0.235
H  -3.191  -3.142  -2.526  0.255
H  0.359  2.655  -0.395  0.234

Its electronic energy is -4150.35331 a.u. As for the total charge: 0.

=====

Record 2
Here is a molecular structure, C39H26AsN7O2SSeW from the OMol25 dataset. Energies are from ωB97M-V/def2-TZVPD.

Last column: Löwdin charge in e.
Element x y z (Å)
W  -1.078  0.542  -0.056  1.393
Se  -5.813  -0.074  6.108  1.339
As  1.504  -0.170  -0.219  1.344
S  -0.891  2.694  0.781  0.910
O  -1.448  -2.710  1.210  0.262
O  -1.545  -0.623  -1.469  -0.287
N  -4.064  0.112  5.958  -0.187
N  -0.410  3.058  -1.768  0.009
N  -1.076  0.538  2.176  -0.199
N  -6.091  -0.050  4.365  -0.185
N  -0.388  4.975  -0.501  0.187
N  -0.673  1.719  -1.726  -0.195
N  -3.154  0.351  0.546  -0.067
C  -5.486  0.189  0.076  0.035
C  1.211  -2.833  -1.250  -0.107
C  3.594  0.043  1.452  -0.181
C  2.435  -0.734  1.341  -0.336
C  2.471  -2.293  -3.676  -0.032
C  4.486  -0.263  2.473  0.028
C  3.885  3.026  -1.614  -0.030
C  4.845  1.983  0.350  0.029
C  -0.611  -0.203  -4.950  0.053
C  3.766  1.114  0.434  -0.175
C  -4.919  0.089  3.793  -0.333
C  -4.167  0.303  -0.333  -0.056
C  -0.084  0.656  4.346  0.038
C  2.055  -3.583  -3.374  -0.020
C  -1.243  -1.683  0.826  -0.037
C  -1.749  -2.180  -3.249  0.055
C  0.001  0.696  2.961  -0.127
C  2.146  -1.781  2.203  -0.089
C  -2.454  0.342  4.145  -0.038
C  -1.370  -0.957  -2.743  -0.268
C  1.427  -3.855  -2.160  -0.033
C  -0.967  -1.422  -5.453  0.020
C  2.759  1.222  -0.534  -0.309
C  -1.311  0.475  4.948  0.100
C  2.260  -1.260  -2.771  -0.082
C  -5.776  0.106  1.425  0.101
C  -1.533  -2.401  -4.604  0.061
C  -0.546  3.672  -0.633  -0.705
C  -4.729  0.156  2.354  -0.039
C  1.632  -1.540  -1.560  -0.366
C  2.796  2.167  -1.548  -0.096
C  -3.430  0.287  1.876  -0.149
C  4.899  2.931  -0.666  0.000
C  -2.298  0.383  2.764  -0.164
C  -0.807  0.052  -3.564  -0.127
C  4.211  -1.310  3.345  -0.003
C  -3.796  0.179  4.676  -0.334
C  -0.542  1.288  -3.025  0.031
C  3.049  -2.069  3.216  -0.029
H  -0.213  2.082  -3.687  0.159
H  -1.819  -3.356  -5.028  0.147
H  -6.270  0.163  -0.669  0.143
H  2.245  -4.388  -4.071  0.132
H  4.916  -1.544  4.131  0.134
H  2.860  -2.888  3.896  0.128
H  -0.512  5.450  0.380  0.135
H  5.656  1.923  1.065  0.130
H  0.952  0.858  2.474  0.094
H  2.628  -0.266  -2.992  0.107
H  -0.165  5.538  -1.313  0.155
H  3.947  3.762  -2.403  0.127
H  -1.417  0.447  6.027  0.151
H  1.252  -2.383  2.095  0.095
H  0.780  -3.072  -0.284  0.085
H  5.402  0.301  2.592  0.130
H  -0.833  -1.645  -6.503  0.143
H  1.139  -4.869  -1.913  0.129
H  5.748  3.600  -0.723  0.135
H  0.817  0.782  4.930  0.142
H  -0.189  0.568  -5.583  0.149
H  -6.795  0.006  1.779  0.152
H  -2.199  -2.936  -2.619  0.146
H  -3.914  0.361  -1.382  0.128
H  2.012  2.239  -2.292  0.084
H  2.989  -2.093  -4.605  0.130

Its electronic energy is -7136.66325 a.u. As for the total charge: +4. The energy above the lowest of the compared OMol25 structures with the same formula, charge and spin is 0.000 eV.

=====

Record 3
Here is a molecular structure, C39H27F3N8O2ReS from the OMol25 dataset. Energies are from ωB97M-V/def2-TZVPD.

Last column: Löwdin spin population.
Element x y z (Å)
Re  0.251  -0.612  -0.303  0.741
S  2.935  1.164  0.024  0.005
F  -5.682  -7.199  -3.458  0.000
F  -5.905  -5.882  -5.161  0.000
F  -7.105  -5.576  -3.388  0.000
O  1.807  2.048  0.225  0.001
O  3.600  1.126  -1.247  0.008
N  0.782  2.348  -4.147  0.018
N  -5.007  6.485  1.333  0.000
N  -0.361  -1.038  1.708  -0.005
N  -0.844  1.010  0.107  -0.002
N  -1.283  -1.155  4.311  0.013
N  2.232  -0.304  0.318  0.051
N  1.737  -2.193  -0.614  0.000
N  0.521  0.491  -2.109  -0.004
C  1.439  1.205  -4.166  -0.005
C  -0.157  1.673  -2.071  0.014
C  -0.010  2.579  -3.099  -0.004
C  3.145  -4.017  -1.099  0.004
C  1.318  0.263  -3.144  0.016
C  -1.154  -0.056  2.207  0.011
C  1.894  -3.436  -1.082  0.000
C  5.471  1.271  0.964  0.000
C  -1.816  3.010  -0.650  0.003
C  -4.950  5.920  0.130  0.000
C  4.658  1.967  3.530  0.000
C  -1.468  1.082  1.298  0.002
C  -0.509  -2.102  3.810  -0.003
C  6.407  1.482  1.959  0.000
C  -3.360  4.286  0.835  0.000
C  -1.601  -0.138  3.513  -0.002
C  2.781  -1.508  -0.130  0.001
C  7.052  2.099  4.308  0.000
C  -4.144  4.834  -0.175  0.000
C  -4.244  5.961  2.289  0.000
C  6.018  1.834  3.253  0.000
C  -2.303  2.142  1.559  0.002
C  -3.688  -4.235  -1.291  0.003
C  4.120  1.411  1.270  0.000
C  -4.101  -4.173  -4.055  0.001
C  -5.893  -5.931  -3.828  0.000
C  -0.982  1.935  -0.861  0.000
C  -2.483  3.129  0.577  0.001
C  -2.940  -3.370  -2.105  0.019
C  -1.102  -1.781  -1.057  -0.010
C  -0.038  -2.053  2.500  0.010
C  -4.633  -5.058  -1.862  0.001
C  -1.960  -2.522  -1.541  0.113
C  -3.417  4.864  2.100  0.000
C  -3.153  -3.341  -3.490  0.003
C  3.705  1.762  2.550  0.000
C  4.235  -3.292  -0.616  -0.001
C  -4.834  -5.022  -3.239  -0.005
C  4.068  -2.011  -0.112  0.004
H  5.222  -3.735  -0.626  0.000
H  1.006  -3.938  -1.443  0.000
H  -4.293  6.442  3.258  0.000
H  2.653  1.893  2.766  0.000
H  -5.585  6.354  -0.633  0.000
H  7.805  1.312  4.327  0.000
H  2.097  1.014  -5.005  -0.001
H  1.862  -0.670  -3.150  0.000
H  -0.246  -2.930  4.456  0.000
H  0.599  -2.821  2.081  0.000
H  -0.528  3.529  -3.084  -0.001
H  -4.273  -4.165  -5.122  0.000
H  4.891  -1.433  0.281  0.000
H  -1.940  3.773  -1.404  0.000
H  -5.216  -5.732  -1.249  0.000
H  -2.230  0.634  3.939  0.000
H  7.566  3.039  4.099  0.000
H  3.270  -5.017  -1.487  0.000
H  5.783  1.037  -0.045  0.000
H  -2.842  2.215  2.493  0.000
H  -4.168  4.415  -1.172  0.000
H  -2.805  4.506  2.918  0.000
H  4.346  2.252  4.527  0.000
H  7.461  1.390  1.727  0.000
H  6.604  2.174  5.297  0.000
H  -2.571  -2.670  -4.106  0.001
H  -3.515  -4.248  -0.223  0.001

Its electronic energy is -2866.46692 a.u. As for the total charge: +2. As for the multiplicity: 2. The energy above the lowest of the compared OMol25 structures with the same formula, charge and spin is 0.000 eV.

=====

Record 4
Here is a molecular structure, C39H28BrF4FeN5OP from the OMol25 dataset. Energies are from ωB97M-V/def2-TZVPD.

Last column: Löwdin spin population.
Element x y z (Å)
Br  0.399  1.652  -2.686  0.009
Fe  0.587  1.229  -0.306  1.980
P  -0.146  -0.979  -0.712  0.013
F  -0.849  -3.625  -5.150  0.000
F  -0.672  -3.494  -2.521  0.007
F  -0.515  -1.414  -6.681  0.000
F  0.035  0.956  -5.511  0.000
O  -1.671  1.995  -0.394  0.028
N  2.373  -0.891  1.518  0.011
N  2.772  0.408  -0.429  0.020
N  0.787  3.208  0.156  -0.007
N  0.883  0.962  1.560  0.019
N  -0.096  2.961  2.396  0.034
C  0.742  -4.551  1.043  0.306
C  0.390  1.773  2.536  0.013
C  0.595  1.099  3.840  0.010
C  1.799  -0.852  4.608  0.012
C  -2.249  -0.474  1.005  0.000
C  2.332  -4.332  -0.748  0.212
C  0.238  1.459  5.123  0.000
C  -0.599  -2.458  -4.582  0.001
C  3.239  -2.027  -0.415  0.100
C  -0.059  -0.052  -3.379  0.000
C  0.190  -3.298  0.748  0.004
C  0.651  0.623  6.156  0.013
C  -0.507  -2.357  -3.201  0.001
C  -0.206  5.047  1.312  0.005
C  3.486  0.521  -1.560  0.296
C  0.698  -2.509  -0.248  0.230
C  0.894  5.424  -0.768  0.007
C  -3.496  3.477  -0.167  0.001
C  -0.252  -1.156  -2.551  0.008
C  -2.765  2.334  -0.806  0.003
C  -0.152  -0.120  -4.755  0.001
C  1.993  -2.885  -0.929  0.096
C  4.176  -1.769  -1.550  0.192
C  -3.512  -0.662  1.552  0.000
C  0.145  5.908  0.306  0.001
C  -3.394  1.643  -1.981  0.000
C  1.183  4.084  -0.790  -0.002
C  1.361  -0.032  3.587  0.001
C  -2.710  -2.170  -0.637  -0.001
C  -0.428  -1.333  -5.367  0.000
C  -4.378  -1.589  0.995  -0.001
C  1.776  -5.081  0.227  0.012
C  1.599  -0.065  2.128  0.081
C  4.262  -0.542  -2.099  0.015
C  -1.839  -1.222  -0.096  0.000
C  1.420  -0.513  5.902  -0.001
C  -3.975  -2.343  -0.101  0.000
C  2.775  -0.752  0.222  0.197
C  0.153  3.690  1.247  0.002
H  -3.119  3.644  0.839  0.000
H  1.786  3.674  -1.591  0.000
H  -4.642  -3.077  -0.532  0.000
H  2.411  -1.720  4.402  0.001
H  -3.811  -0.082  2.415  0.000
H  -3.305  4.375  -0.762  0.000
H  3.495  1.495  -2.031  0.016
H  -4.454  1.462  -1.806  0.000
H  1.731  -1.135  6.730  0.000
H  -0.728  5.379  2.197  0.000
H  1.244  6.069  -1.559  0.000
H  0.320  -5.148  1.838  0.017
H  -4.573  3.313  -0.159  0.000
H  -2.405  -2.789  -1.469  0.000
H  -2.882  0.705  -2.186  0.000
H  -0.338  2.354  5.311  0.000
H  4.905  -0.346  -2.946  -0.005
H  4.741  -2.602  -1.949  0.010
H  -5.364  -1.733  1.416  0.000
H  1.926  -2.661  -2.000  0.018
H  0.383  0.861  7.176  0.001
H  3.109  -4.743  -1.381  0.011
H  3.724  -2.618  0.365  0.017
H  -0.123  6.955  0.364  0.000
H  -1.584  0.254  1.449  0.000
H  -0.691  -2.984  1.295  -0.004
H  -3.320  2.296  -2.855  0.000
H  2.103  -6.101  0.380  -0.005

Its electronic energy is -6430.28808 a.u. As for the total charge: +1. As for the multiplicity: 5. The energy above the lowest of the compared OMol25 structures with the same formula, charge and spin is 2.812 eV.

=====

> Among the records above, which one has the lowest total charge?

C39H25N8O13S3Y